45
Properties=species:S:1:pos:R:3:forces:R:3 method="wB97M-V/def2-TZVPD" largest_force_ev_per_a=1.701 multiplicity=1 lumo_ev=0.2 mol_weight_g_mol=255.3 homo_lumo_gap_ev=8.2 relative_energy_kcal_mol=50.0
C -1.65618 -2.73198 1.29234 -0.68 0.77 -0.82
C -1.29030 -1.22586 1.28981 0.14 -0.81 1.15
N 0.09532 0.11369 -0.83585 0.61 0.87 0.42
C 0.81138 -0.29171 0.34635 -0.64 -0.50 -0.03
C 0.20399 -0.99980 1.32147 0.00 0.63 -0.29
C 0.98409 -1.56186 2.46672 -1.49 -0.49 0.33
C 3.04706 0.00182 -0.72358 1.11 0.45 -0.21
C 2.24746 -0.02786 0.33410 -0.02 -0.20 -0.06
H -0.99344 -3.26201 1.94965 0.53 -0.49 -0.20
H -2.64702 -2.94207 1.70091 -0.14 0.38 -0.09
H -1.67757 -3.05673 0.25098 0.43 -0.62 0.22
H -1.71400 -0.68360 0.45676 -0.48 -0.18 -0.01
H -1.75292 -0.87899 2.22179 0.29 0.64 -0.11
H -0.78418 0.51443 -0.54548 -0.17 -0.14 -0.01
H 0.57393 0.90788 -1.25578 0.23 -0.21 -0.13
H 0.86909 -2.64579 2.53331 0.24 -0.12 -0.36
H 0.56424 -1.24636 3.42543 0.19 0.40 0.02
H 2.00851 -1.32096 2.38921 0.99 0.14 0.27
H 2.85575 -0.08491 -1.78789 -0.68 -0.06 0.11
H 4.09930 0.19570 -0.53680 -0.01 0.01 0.03
H 2.71120 0.14441 1.29597 -0.03 -0.08 0.07
H 0.95928 3.74215 -1.01962 0.77 -0.13 0.53
H 2.41910 4.24218 -1.60917 -0.02 -0.47 0.86
O 1.47330 4.15920 -1.70807 -0.80 0.55 -1.40
H -0.88470 2.53959 1.78010 -0.33 0.20 -0.21
H -1.65237 3.54405 2.69804 -0.02 0.12 -0.32
O -1.18446 2.70931 2.67670 0.37 -0.43 0.54
H 1.36932 -0.20238 -4.14693 -0.04 -0.15 0.01
H 1.29237 1.30020 -4.29345 0.06 0.14 0.02
O 1.91055 0.59059 -4.09466 -0.06 -0.03 0.04
H 0.95921 1.45265 3.85959 0.01 0.36 -0.19
H 2.37092 2.02544 3.50656 -0.25 0.31 -0.06
O 1.90372 1.27054 3.86293 0.19 -0.58 0.18
H -0.89521 -1.59870 -1.95694 0.38 0.59 -0.09
H -1.77008 -0.38126 -2.50348 0.65 0.06 0.04
O -1.70689 -1.33014 -2.40151 -0.73 -1.16 -0.37
H 1.77100 -1.89673 -1.72540 -0.20 0.10 0.26
H 1.69992 -3.30033 -2.24999 -0.13 -0.25 -0.04
O 1.16566 -2.64690 -1.79028 0.21 0.11 -0.20
H -4.66638 -0.39274 -1.49237 -0.28 0.76 -0.11
H -3.30197 -0.89686 -1.49328 0.48 0.66 -0.48
O -3.77646 -0.04695 -1.64519 -0.51 -1.18 0.69
H -2.47175 1.37780 -0.81669 0.19 -0.12 0.05
H -3.22906 2.55424 -0.56295 0.17 0.60 0.27
O -2.31075 2.26760 -0.46335 -0.53 -0.43 -0.32

---

16
Properties=species:S:1:pos:R:3:forces:R:3 method="wB97M-V/def2-TZVPD" largest_force_ev_per_a=2.536 multiplicity=1 lumo_ev="-0.2 / -1.8" mol_weight_g_mol=389.8 charge=-1 homo_lumo_gap_ev="3.8 / 1.8" relative_energy_kcal_mol=30.8
C -2.01357 -0.44516 -0.88728 0.16 0.86 0.72
C -1.08546 0.44670 -0.09652 0.28 -0.18 -1.49
C -0.08400 -0.24193 -2.13492 0.19 0.20 -1.17
C 4.46886 0.68389 2.58483 0.38 0.41 -0.33
C -1.45458 -0.77594 -2.04309 0.66 -1.23 -0.67
C -1.76996 0.82711 1.00147 1.11 0.03 0.90
C 0.12750 0.56385 -0.90324 -1.17 0.07 1.53
O 4.88591 0.01637 1.76331 0.62 -1.80 -1.57
O 0.68455 -0.39164 -3.09287 -0.50 0.34 1.45
O 4.13825 1.47003 3.34165 -1.04 1.33 1.89
O -2.37457 0.93487 1.97490 0.37 0.25 -0.99
Br -4.30098 1.21562 -1.35897 0.13 0.13 0.03
Br 1.78277 -3.50491 3.46272 -0.02 0.12 -0.04
Br 1.70952 1.43428 -0.46217 -0.64 -0.30 -0.18
H -2.93431 -0.69017 -0.40368 -0.35 -0.77 -0.22
H -1.77994 -1.54295 -2.74614 -0.16 0.53 0.13

---

48
Properties=species:S:1:pos:R:3:forces:R:3 method="wB97M-V/def2-TZVPD" largest_force_ev_per_a=3.144 multiplicity=1 lumo_ev=0.2 mol_weight_g_mol=273.3 smiles="C=C(/C=C/C)CCN.O.O.O.O.O.O.O.O.O" homo_lumo_gap_ev=8.5 relative_energy_kcal_mol=114.8
C -1.70153 0.79612 -2.64867 -1.38 0.79 -0.54
C -1.12346 1.65680 -1.48029 -2.29 -1.82 1.07
C -0.92914 0.71893 -0.26694 1.87 1.71 -0.27
C 0.14204 -0.06522 -0.17053 0.95 -0.65 1.10
C -2.36645 0.78573 3.35803 2.39 0.57 1.85
C -1.41888 0.83621 2.20289 0.42 -1.35 0.16
C -1.74749 0.93786 0.91859 -0.21 -0.22 0.68
N -0.65697 0.44445 -3.58249 -1.38 0.11 -0.12
H -2.39235 -0.04570 -2.38265 1.32 0.23 0.36
H -2.46581 1.37561 -3.19856 0.43 0.44 0.02
H -1.77789 2.47865 -1.15684 -0.23 -0.36 -0.20
H -0.23712 2.17266 -1.77018 0.94 -0.06 -0.22
H 0.91628 -0.26443 -0.88296 -0.15 0.45 -0.95
H 0.49929 -0.48763 0.78259 -1.03 -0.03 -0.19
H -3.36697 0.40371 3.31782 -0.35 -0.18 -0.52
H -2.33057 1.84301 3.59321 -0.87 0.44 0.83
H -1.77738 0.31835 4.24221 -1.30 0.47 -1.41
H -0.40525 0.72896 2.59872 0.09 -0.01 -0.82
H -2.78490 1.16252 0.80997 -0.95 0.04 -0.66
H -0.26786 -0.47773 -3.52287 0.57 0.22 0.23
H -0.11205 1.28259 -3.66802 1.00 -0.71 -0.40
H -3.32619 -2.94209 0.40659 -1.12 0.65 -0.68
H -2.95355 -1.25449 0.32793 -1.09 -0.67 -0.17
O -2.78623 -2.17582 0.55621 2.11 0.10 1.10
H 3.61039 0.33051 -2.70918 0.62 -0.88 -0.71
H 2.52613 0.67752 -1.93808 -0.98 -0.60 0.50
O 2.84191 -0.14078 -2.36485 0.43 1.59 0.34
H 2.59891 3.32619 -0.76876 -1.26 -0.16 0.36
H 3.55272 2.65757 0.02864 -1.55 -0.96 1.01
O 2.55096 2.68440 -0.02624 2.04 1.67 -1.71
H 4.31451 0.37912 0.01101 -0.12 0.54 0.61
H 4.19419 0.63770 1.51370 -0.20 -0.05 0.04
O 4.32444 1.09692 0.67844 0.90 -1.12 -0.46
H 0.97216 -4.18669 -0.33892 -0.43 -1.17 0.85
H 0.50224 -3.07671 -0.96498 -1.46 0.49 -0.28
O 0.09166 -3.79016 -0.43623 2.21 0.52 -0.58
H 2.78695 -1.64299 3.07692 -0.62 0.15 -1.09
H 1.72386 -1.72402 1.91736 -0.18 -0.24 0.51
O 2.56450 -1.33556 2.16871 0.89 0.09 0.76
H -1.75503 -1.98492 -1.27596 -0.25 0.43 1.16
H -1.50135 -3.42349 -1.74504 0.03 1.53 -0.36
O -1.50400 -2.47383 -2.03991 0.20 -1.84 -1.25
H -1.15169 -3.05552 2.26511 -0.03 0.17 -0.04
H -0.10184 -2.61770 1.27096 -0.36 -0.39 0.19
O -0.21984 -2.82092 2.21409 0.32 0.26 -0.03
H -0.86889 3.70041 1.27245 0.63 -0.38 0.45
H 0.62058 4.23073 0.89944 0.19 -0.68 0.64
O -0.31130 4.22603 0.70217 -0.77 0.91 -1.14

---

62
Properties=species:S:1:pos:R:3:forces:R:3 method="wB97M-V/def2-TZVPD" largest_force_ev_per_a=7.045 multiplicity=1 lumo_ev=0.0 mol_weight_g_mol=456.4 smiles="NC(N)=O.NC(N)=O.NC(N)=O.NC(N)=O.NC(N)=O.NC(N)=O.NC(N)=O.O.O" homo_lumo_gap_ev=9.4 relative_energy_kcal_mol=139.1
O -4.23335 -3.23225 1.19854 0.27 -0.02 -0.02
H -5.00019 -3.25283 1.77104 -0.17 0.00 0.24
H -4.56279 -2.88793 0.36840 -0.08 0.06 -0.23
O -1.38420 0.13988 -0.05107 -0.03 0.26 -0.15
H -2.00489 -0.18813 0.59963 -0.20 -0.10 0.23
H -0.76412 -0.57874 -0.17485 0.23 -0.18 -0.07
C 1.11233 0.20387 -4.56619 -0.65 1.15 1.78
O 1.49114 1.11211 -3.90126 1.30 2.98 1.50
N 1.70355 -0.40460 -5.51248 4.57 -2.24 -4.87
N -0.02748 -0.38714 -4.41430 -5.03 -1.55 1.71
H 1.43894 -1.37424 -5.61191 0.81 0.22 -0.63
H 2.58243 -0.04961 -5.86127 -0.05 -0.50 0.19
H -0.26765 -1.07967 -5.10916 -0.86 0.44 0.55
H -0.69967 0.06148 -3.80848 -0.08 -0.52 -0.17
C 0.04779 -0.68463 4.87115 -1.18 -0.59 0.93
O -0.23224 -0.58325 6.02304 -0.44 0.71 3.12
N 0.21572 0.28421 4.02429 1.03 3.40 -2.85
N 0.03600 -1.84848 4.25480 0.40 -3.35 -1.50
H 0.44096 0.00297 3.08074 -0.13 0.78 0.10
H 0.08936 1.26344 4.23697 0.22 -0.46 0.15
H 0.52471 -1.90991 3.37304 -0.18 -0.65 0.25
H -0.14454 -2.67019 4.81365 0.34 0.18 -0.26
C 4.63324 -1.81701 0.74486 -1.87 -3.39 -0.60
O 3.48782 -1.80448 1.01843 -4.99 1.11 0.49
N 5.19055 -2.85741 0.17502 2.41 -2.98 -1.75
N 5.48597 -0.94471 1.05616 3.75 5.53 1.86
H 4.67714 -3.59737 -0.28212 0.24 0.11 0.70
H 6.13574 -2.93178 0.52314 -0.01 -1.23 -1.00
H 6.47232 -1.11594 0.92240 -0.36 0.79 -0.18
H 5.08451 -0.02554 1.17469 0.72 0.07 0.52
C 1.59737 -6.24651 -4.15326 0.83 -1.86 -0.92
O 1.38137 -5.44174 -4.97698 -1.40 3.55 -3.79
N 1.64890 -5.96653 -2.90694 0.12 1.21 5.46
N 1.85819 -7.50948 -4.44767 0.71 -3.85 -1.28
H 1.84119 -6.67752 -2.21584 -0.28 0.45 0.01
H 1.31918 -5.04921 -2.64254 0.25 -0.30 0.21
H 1.83075 -7.80785 -5.41220 0.01 0.45 0.18
H 2.29407 -8.18892 -3.84066 -0.24 0.42 0.14
C -3.67412 4.99104 -0.96198 1.78 0.10 2.14
O -3.17789 5.11089 0.13071 0.55 -0.29 1.96
N -3.35031 4.05066 -1.81628 0.45 -2.61 -2.48
N -4.49824 5.86735 -1.44053 -3.09 2.90 -1.83
H -2.92386 3.18711 -1.51208 -0.03 0.35 -0.02
H -3.87355 4.06391 -2.68008 0.37 -0.66 0.10
H -4.78824 6.65496 -0.87869 0.20 -0.27 -0.23
H -4.80861 5.78302 -2.39796 -0.20 0.42 0.40
C -5.25024 1.41618 4.71015 0.82 0.37 1.65
O -5.94816 0.48424 5.02936 -0.43 -0.60 -0.15
N -4.42574 2.09950 5.53320 0.81 0.11 2.46
N -5.12627 1.99774 3.53193 -0.93 0.08 -3.44
H -4.26396 1.74039 6.46324 -0.01 0.30 -0.21
H -3.93106 2.91732 5.20679 -0.08 -0.38 0.50
H -5.51264 1.46062 2.76882 0.23 0.52 -0.21
H -4.34487 2.62522 3.40638 -0.40 -0.40 -0.64
C 3.31752 4.08631 0.55363 -0.56 0.23 5.55
O 3.77710 4.32763 1.70708 -0.84 -0.49 -2.36
N 3.91101 4.18167 -0.55729 4.62 0.68 -5.14
N 2.07364 3.70338 0.30059 -3.40 -0.59 1.96
H 3.39008 3.96645 -1.39540 0.63 0.17 0.04
H 4.91612 4.27029 -0.60195 -0.28 0.09 -0.07
H 1.48638 3.75155 1.12090 -0.32 -0.32 -0.45
H 1.72576 3.30823 -0.56134 0.13 0.15 0.39

---

51
Properties=species:S:1:pos:R:3:forces:R:3 method="wB97M-V/def2-TZVPD" largest_force_ev_per_a=2.218 multiplicity=1 lumo_ev=0.1 mol_weight_g_mol=308.3 smiles="C=C/C=C/CCC=O.O.O.O.O.O.O.O.O.O.O.O" homo_lumo_gap_ev=9.1 relative_energy_kcal_mol=22.6
O 0.57034 0.63149 -2.65357 -0.08 0.12 -0.40
C 1.71873 0.99488 -2.71582 0.06 -1.38 1.74
C 2.83608 0.21175 -2.03602 -0.63 -1.01 -0.66
C 2.47427 -1.33359 -1.99468 -0.34 1.06 -0.35
C 1.90722 -1.71362 -0.63836 -0.57 -1.13 -1.12
C 0.83145 -2.49152 -0.47125 -0.85 0.19 -0.42
C 0.25833 -2.82614 0.84342 1.36 0.51 0.78
C -1.02876 -2.87195 1.15670 -1.16 -0.53 0.54
H 2.01928 1.87985 -3.23961 0.01 0.86 -0.64
H 3.68648 0.46180 -2.69426 0.25 -0.41 0.80
H 2.97867 0.43037 -0.95977 0.16 0.83 -0.78
H 1.78450 -1.56530 -2.83327 0.18 0.02 0.70
H 3.37947 -1.88073 -2.21731 0.38 -0.27 0.22
H 2.43614 -1.39302 0.23374 0.42 0.28 0.44
H 0.20710 -2.80088 -1.31181 0.31 0.12 -0.16
H 1.07327 -2.91730 1.58245 -0.75 0.20 0.19
H -1.54604 -2.95926 2.13505 1.24 -0.14 -0.28
H -1.81124 -2.92633 0.42145 0.05 0.34 -0.83
H 3.15193 0.67118 2.13017 0.32 -0.33 0.34
H 4.25255 0.59422 1.02142 0.23 -0.08 0.19
O 3.37405 0.91409 1.22013 -0.39 0.43 -0.48
H -0.88478 -0.59418 3.81784 0.03 -0.24 -0.10
H -0.32588 -2.08866 3.84651 -0.25 0.12 -0.37
O -0.36452 -1.24947 4.30585 0.32 0.23 0.56
H -2.30491 0.97134 1.69535 -0.33 -0.68 0.07
H -3.31644 0.55227 0.40137 0.37 -0.42 0.66
O -2.77147 1.19565 0.88423 0.20 1.48 -0.62
H -3.17450 -2.66421 -2.75507 0.05 0.09 0.03
H -3.38919 -2.23680 -1.28882 -0.42 -0.71 -0.97
O -3.44024 -3.01254 -1.89930 0.17 -0.08 0.54
H -3.30153 -0.14148 -1.92798 -0.22 -0.91 1.70
H -2.42909 -0.66794 -0.86131 -0.13 0.05 0.26
O -3.38524 -0.55194 -0.99760 0.53 1.13 -1.39
H 1.39166 0.43602 3.05313 -0.68 0.14 0.11
H 1.88651 -0.23425 4.32990 -0.11 -0.13 -0.12
O 2.17919 0.26008 3.55703 0.87 -0.38 0.49
H 1.18378 1.84118 1.52978 -0.33 0.11 0.17
H 1.52475 2.88438 2.54531 0.05 0.11 0.34
O 0.86211 2.20946 2.37284 0.22 0.24 -1.08
H -0.33028 3.54468 -1.99457 0.48 -0.23 -0.21
H 1.09565 3.18166 -1.68066 0.13 0.05 0.18
O 0.58701 3.69510 -2.30846 -0.20 0.43 0.06
H -2.43939 3.27247 -1.72283 0.37 -0.93 0.78
H -1.90893 2.11050 -0.72184 -0.69 0.15 0.55
O -1.74102 2.61309 -1.52692 -0.30 0.77 -1.02
H -0.74393 1.98876 3.14657 -0.41 -0.46 0.24
H -2.13987 1.77460 3.86781 0.01 0.17 0.05
O -1.39252 1.32305 3.47082 0.17 0.06 -0.36
H -1.06508 0.06823 -3.15481 0.09 0.31 0.15
H -2.41394 0.56958 -3.72549 0.46 -0.22 0.09
O -2.00171 -0.16063 -3.23748 -0.66 0.08 -0.62